Entry from OMol25: 2 unconnected molecules or ions with the total composition CH4NO2 in a non-equilibrium geometry (ωB97M-V with the def2-TZVPD basis set).

CARTESIAN COORDINATES (ANGSTROEM)
O  0.7055  -0.7943  -0.6940
O  -0.2208  -0.4944  2.0433
N  -0.0023  1.3808  -0.9114
C  -0.3289  -0.2153  -1.0736
H  0.1377  1.7417  0.0146
H  -0.5752  2.0889  -1.5741
H  -0.6206  -0.7954  1.1546
H  -0.8297  -1.0997  2.4322

Gap between HOMO and LUMO (eV): 6.285
Calculated total energy (Ha): -245.6789
HOMO (eV): -2.02
LUMO (eV): 4.26
Total charge: -1
ΔE to the lowest compared entry with this formula, charge and spin (eV): 3.230

Atom charges from the Mulliken analysis, given in e for atoms 1 to 5: -0.30 -0.59 -0.49 -0.58 0.19

=====

Entry from OMol25: 2 unconnected molecules or ions with the total composition CH4NO2S in a non-equilibrium geometry (ωB97M-V with the def2-TZVPD basis set).

CARTESIAN COORDINATES (ANGSTROEM)
S  -1.8739  -0.6098  0.5218
O  -1.6262  -1.9935  0.9900
O  -2.1176  0.3391  1.6346
N  1.5138  0.8779  -0.5870
C  0.3583  -0.1214  -0.4271
H  0.0171  -0.3470  -1.4404
H  1.1266  1.7049  -1.0469
H  1.8008  1.1655  0.3440
H  0.8010  -1.0157  0.0111

Gap between HOMO and LUMO (alpha / beta) (eV): 6.434 / 6.431
Calculated total energy (Ha): -643.9017
HOMO (alpha / beta) (eV): -2.27 / -2.26
LUMO (alpha / beta) (eV): 4.17 / 4.17
Total charge: -1
ΔE to the lowest compared entry with this formula, charge and spin (eV): 3.569

Atom charges from the Mulliken analysis, given in e for atoms 1 to 5: 0.49 -0.56 -0.57 -0.60 -0.82

=====

Please write out number 2 again, unchanged.
Entry from OMol25: 2 unconnected molecules or ions with the total composition CH4NO2S in a non-equilibrium geometry (ωB97M-V with the def2-TZVPD basis set).

CARTESIAN COORDINATES (ANGSTROEM)
S  -1.8739  -0.6098  0.5218
O  -1.6262  -1.9935  0.9900
O  -2.1176  0.3391  1.6346
N  1.5138  0.8779  -0.5870
C  0.3583  -0.1214  -0.4271
H  0.0171  -0.3470  -1.4404
H  1.1266  1.7049  -1.0469
H  1.8008  1.1655  0.3440
H  0.8010  -1.0157  0.0111

Gap between HOMO and LUMO (alpha / beta) (eV): 6.434 / 6.431
Calculated total energy (Ha): -643.9017
HOMO (alpha / beta) (eV): -2.27 / -2.26
LUMO (alpha / beta) (eV): 4.17 / 4.17
Total charge: -1
ΔE to the lowest compared entry with this formula, charge and spin (eV): 3.569

Atom charges from the Mulliken analysis, given in e for atoms 1 to 5: 0.49 -0.56 -0.57 -0.60 -0.82